Version i
2 unconnected molecules or ions with the total composition CH3N2PS, computed with ωB97M-V/def2-TZVPD.

Summary:
Molar mass: 106.090 g/mol
Lowest unoccupied orbital energy (alpha / beta): -1.87 / -0.94 eV
Highest occupied orbital energy (alpha / beta): -10.65 / -8.58 eV
Orbital gap (alpha / beta): 8.78 / 7.64 eV

CARTESIAN COORDINATES (ANGSTROEM)
S: -2.81 -0.89 -0.63
P: -2.20 0.33 0.94
N: -2.21 2.70 -0.74
N: 1.40 0.68 0.32
C: -2.28 1.80 -0.02
H: 1.17 -0.06 -0.34
H: 1.97 1.30 -0.15
H: -2.07 -2.02 -0.09

***

Version ii
CH3N2PS in the gas phase, computed with ωB97M-V/def2-TZVPD.

Summary:
Molar mass: 106.090 g/mol
Lowest unoccupied orbital energy: 0.33 eV
Highest occupied orbital energy: -10.11 eV
SMILES: N#CP(N)S
Orbital gap: 10.44 eV

CARTESIAN COORDINATES (ANGSTROEM)
S: 1.40 1.59 -0.36
P: 0.69 -0.40 0.07
N: -0.52 -0.24 1.27
N: -1.30 -0.39 -2.25
C: -0.58 -0.53 -1.36
H: -0.66 -1.04 1.85
H: 2.56 1.09 -0.34
H: -1.58 -0.08 1.12

***

Least stable: version i

***

Version i
A gas-phase ion, C6H11N (charge +1), computed with ωB97M-V/def2-TZVPD.

Summary:
Multiplicity: 2
Molar mass: 97.161 g/mol
Lowest unoccupied orbital energy (alpha / beta): -3.56 / -8.25 eV
Total charge: +1
Highest occupied orbital energy (alpha / beta): -13.54 / -13.51 eV
Orbital gap (alpha / beta): 9.98 / 5.26 eV

CARTESIAN COORDINATES (ANGSTROEM)
N: -1.90 -1.79 -0.41
C: 2.67 1.87 1.36
C: -2.02 -1.99 -1.85
C: -0.78 -1.05 0.01
C: 1.25 1.41 1.27
C: -0.69 0.27 0.13
C: 0.58 1.05 0.20
H: 1.07 1.12 -0.77
H: 2.84 2.45 2.28
H: -1.15 -2.56 -2.20
H: -2.90 -2.55 -2.13
H: -1.86 -1.06 -2.40
H: -1.56 0.82 -0.25
H: 0.06 -1.67 0.34
H: 2.96 2.56 0.56
H: 3.43 1.11 1.55
H: 0.75 1.48 2.24
H: -2.76 -1.48 0.07

***

Version ii
2 unconnected molecules or ions with the total composition C6H11N, computed with ωB97M-V/def2-TZVPD.

Summary:
Multiplicity: 2
Molar mass: 97.161 g/mol
Lowest unoccupied orbital energy (alpha / beta): -6.69 / -6.71 eV
Total charge: +1
Highest occupied orbital energy (alpha / beta): -13.88 / -13.69 eV
Orbital gap (alpha / beta): 7.19 / 6.98 eV

CARTESIAN COORDINATES (ANGSTROEM)
N: -3.07 0.83 1.31
C: -0.95 0.09 -0.35
C: -0.47 -1.34 -0.05
C: 1.33 1.13 -0.21
C: 2.70 -0.72 -1.00
C: 2.53 0.47 -0.40
C: 0.08 1.13 0.06
H: -1.45 0.32 -1.30
H: 3.71 -1.10 -0.96
H: 0.47 -1.22 0.49
H: -1.90 0.31 0.29
H: -2.78 1.58 1.94
H: -1.08 -1.79 0.74
H: -0.35 2.02 0.54
H: -0.47 -2.05 -0.87
H: 3.48 0.89 -0.08
H: -3.90 0.40 1.72
H: 2.13 -0.97 -1.89

***

Least stable: version ii

***

Version i
C5H8ClNO in the gas phase, computed with ωB97M-V/def2-TZVPD.

Summary:
Molar mass: 133.578 g/mol
Lowest unoccupied orbital energy: 0.82 eV
Highest occupied orbital energy: -9.05 eV
SMILES: CO/N=C(C)\C=C/Cl
Orbital gap: 9.87 eV

CARTESIAN COORDINATES (ANGSTROEM)
Cl: -3.39 -0.17 -0.63
O: 1.60 -0.71 -0.25
N: 0.90 0.45 -0.29
C: -2.33 -1.24 0.20
C: -1.11 1.63 0.21
C: 2.99 -0.37 -0.47
C: -0.31 0.35 0.05
C: -1.01 -1.01 0.31
H: -2.78 -2.08 0.69
H: 3.06 -0.02 -1.50
H: 3.54 -1.35 -0.33
H: 3.24 0.46 0.21
H: -0.49 -1.75 0.86
H: -1.72 1.94 -0.59
H: -0.42 2.46 0.47
H: -1.77 1.40 1.06

***

Version ii
C5H8ClNO in the gas phase, computed with ωB97M-V/def2-TZVPD.

Summary:
Molar mass: 133.578 g/mol
Lowest unoccupied orbital energy: 0.77 eV
Highest occupied orbital energy: -10.98 eV
SMILES: C[C@H](O)[C@](C)(Cl)C#N
Orbital gap: 11.75 eV

CARTESIAN COORDINATES (ANGSTROEM)
Cl: -2.45 -0.06 -0.57
O: -0.91 1.63 1.12
N: -0.51 -2.40 1.21
C: -0.69 -0.34 -0.32
C: -0.57 -1.50 0.52
C: -0.06 -0.69 -1.84
C: -0.03 0.93 0.29
C: 1.26 0.57 1.03
H: -0.57 -1.57 -2.21
H: 1.04 -0.03 1.91
H: 1.75 1.48 1.34
H: 1.94 0.00 0.40
H: -1.15 1.07 1.87
H: 0.19 1.62 -0.53
H: 1.00 -0.87 -1.74
H: -0.26 0.17 -2.48

***

Least stable: version i

***

Version i
A molecular structure, C7H10O2, computed with ωB97M-V/def2-TZVPD.

Summary:
Molar mass: 126.155 g/mol
Lowest unoccupied orbital energy (alpha / beta): -0.46 / -0.46 eV
Highest occupied orbital energy (alpha / beta): -8.60 / -8.60 eV
Orbital gap (alpha / beta): 8.14 / 8.14 eV

CARTESIAN COORDINATES (ANGSTROEM)
O: 0.76 1.09 -1.99
O: 1.38 1.86 0.01
C: -1.66 -0.17 -0.82
C: -2.11 -1.04 -1.53
C: 1.28 -0.98 1.18
C: -1.02 0.82 -0.02
C: 1.39 -0.74 -0.20
C: -0.91 0.60 1.41
C: 0.80 1.01 -0.62
H: -1.65 -0.07 1.85
H: 2.04 -0.58 1.85
H: 0.83 -1.40 -0.85
H: -1.23 1.84 -0.33
H: -0.74 1.50 1.99
H: 0.10 -0.04 1.56
H: 0.17 0.41 -2.33
H: 2.38 -0.49 -0.56
H: -2.54 -1.79 -2.15
H: 0.73 -1.84 1.54

***

Version ii
A molecular structure, C7H10O2, computed with ωB97M-V/def2-TZVPD.

Summary:
Molar mass: 126.155 g/mol
Lowest unoccupied orbital energy: 0.93 eV
Highest occupied orbital energy: -9.07 eV
Orbital gap: 9.99 eV

CARTESIAN COORDINATES (ANGSTROEM)
O: 0.10 -1.11 -0.52
O: -1.68 1.56 0.15
C: -0.34 1.53 -0.24
C: 1.87 0.22 -0.48
C: 2.37 -0.35 0.82
C: -1.33 -0.78 -0.49
C: 0.38 0.42 -0.32
C: -2.76 -0.85 0.19
C: -1.70 0.19 0.55
H: 2.03 -0.55 -1.33
H: 1.59 -1.26 0.95
H: -3.62 -0.39 -0.57
H: -2.95 -1.54 1.01
H: 2.35 0.51 1.57
H: 2.62 1.25 -0.99
H: -0.86 -0.03 1.29
H: -1.63 -0.47 -1.51
H: 0.26 2.26 -0.60
H: 3.30 -0.60 0.53

***

Least stable: version ii